Below is 2 unconnected molecules or ions with the total composition C5H7N, with properties calculated with ωB97M-V/def2-TZVPD.

Properties
* E_HOMO: -9.95 eV
* orbital gap: 10.14 eV
* max |F|: 0.1006 Eh/bohr
* structure (SMILES): C=CC#N.C=C
* ΔE to the lowest compared entry with this formula, charge and spin: 235.7 kJ/mol

ORCA input file:
```
! wB97M-V def2-TZVPD RIJCOSX def2/J DEFGRID3
* xyz 0 1
C 0.357 -0.283 1.669
C 1.421 -0.226 2.538
C 0.333 -1.347 0.713
C -0.395 0.902 -2.434
C -1.471 0.410 -1.784
N 0.162 -2.174 -0.090
H -0.412 0.367 1.831
H 1.548 0.600 3.266
H 2.262 -0.943 2.461
H -0.461 1.855 -2.836
H 0.572 0.401 -2.306
H -2.389 0.961 -1.728
H -1.527 -0.523 -1.300
*
```

Below is 2 unconnected molecules or ions with the total composition C3H5IO2, with properties calculated with ωB97M-V/def2-TZVPD.

Properties
* E_HOMO: -8.21 eV
* orbital gap: 8.36 eV
* max |F|: 0.0702 Eh/bohr
* ΔE to the lowest compared entry with this formula, charge and spin: 232.9 kJ/mol

ORCA input file:
```
! wB97M-V def2-TZVPD RIJCOSX def2/J DEFGRID3
* xyz 0 1
C 0.242 -2.112 -0.787
C 0.938 -0.079 0.207
C -0.265 -0.988 0.036
O 0.292 -2.697 -1.806
O 1.319 -3.032 0.684
I 2.078 -4.581 -0.110
H 0.758 0.731 0.956
H 1.915 -0.541 0.430
H 1.139 0.569 -0.729
H -1.055 -0.521 -0.548
H -0.464 -1.477 0.998
*
```

Below is a molecular structure, CH4N2Si, with properties calculated with ωB97M-V/def2-TZVPD.

Properties
* E_HOMO: -8.80 eV
* orbital gap: 8.33 eV
* max |F|: 0.1164 Eh/bohr
* ΔE to the lowest compared entry with this formula, charge and spin: 538.0 kJ/mol

ORCA input file:
```
! wB97M-V def2-TZVPD RIJCOSX def2/J DEFGRID3
* xyz 0 1
C 1.225 -0.508 -0.265
N 0.160 -1.072 0.421
N 0.761 0.196 0.846
Si -0.949 0.263 0.269
H 2.237 -0.943 -0.325
H 0.945 -0.206 -1.271
H -1.388 0.378 -1.009
H -2.117 0.582 2.125
*
```

Below is a molecular structure, C39H58BClIrN9O5, with properties calculated with ωB97M-V/def2-TZVPD.

Properties
* E_HOMO (alpha / beta): -8.68 / -10.92 eV
* orbital gap (alpha / beta): 6.84 / 2.97 eV
* max |F|: 0.0840 Eh/bohr

ORCA input file:
```
! wB97M-V def2-TZVPD RIJCOSX def2/J DEFGRID3
* xyz 1 6
Ir -19.051 10.189 2.818
C -20.934 5.881 1.302
C -20.414 6.626 2.533
C -20.334 5.593 3.695
C -21.278 7.844 2.883
C -22.645 7.773 3.240
C -23.099 9.135 3.238
C -24.541 9.530 3.472
C -25.095 9.156 4.872
C -25.018 10.912 3.016
N -22.035 9.976 2.990
N -20.936 9.145 2.741
B -21.727 11.562 2.977
N -20.569 12.161 4.068
N -19.234 11.739 4.017
C -18.493 12.534 4.897
C -19.349 13.502 5.432
C -20.634 13.222 4.937
C -21.905 13.883 5.360
C -22.674 12.934 6.275
C -21.627 15.237 6.075
C -17.058 12.561 5.393
C -16.277 11.234 5.342
C -16.278 13.761 4.798
N -21.023 11.877 1.600
N -19.885 11.213 1.252
C -19.338 11.808 0.116
C -20.094 12.958 -0.148
C -21.199 12.888 0.754
C -22.367 13.735 0.657
C -23.214 13.382 -0.566
C -21.952 15.205 0.582
C -18.439 11.130 -0.847
C -19.285 10.306 -1.895
C -17.675 12.176 -1.662
H -20.261 5.064 1.043
H -21.100 6.491 0.428
H -21.888 5.436 1.576
H -19.413 7.059 2.417
H -21.273 5.051 3.795
H -20.122 6.054 4.684
H -19.554 4.841 3.533
H -23.224 6.866 3.479
H -24.991 8.808 2.783
H -24.695 9.785 5.682
H -24.835 8.132 5.160
H -26.175 9.293 4.877
H -24.622 11.693 3.707
H -26.106 10.963 3.061
H -24.721 11.172 2.011
H -22.686 12.168 3.283
H -19.019 14.285 6.130
H -22.527 14.041 4.460
H -22.086 12.719 7.178
H -22.801 11.982 5.780
H -23.655 13.390 6.493
H -21.078 15.151 7.015
H -22.614 15.691 6.270
H -21.115 15.969 5.450
H -17.221 12.775 6.450
H -15.459 11.319 3.557
H -16.747 10.455 5.969
H -15.277 11.454 5.807
H -15.585 13.437 3.990
H -15.613 14.176 5.580
H -16.952 14.541 4.421
H -19.915 13.612 -1.020
H -23.014 13.587 1.523
H -22.723 13.600 -1.499
H -24.194 13.909 -0.519
H -23.442 12.311 -0.561
H -21.302 15.430 -0.256
H -21.455 15.470 1.527
H -22.850 15.833 0.448
H -17.721 10.527 -0.325
H -19.910 11.014 -2.417
H -19.937 9.591 -1.405
H -18.582 9.793 -2.568
H -18.358 12.748 -2.246
H -17.000 11.702 -2.375
H -17.098 12.857 -1.016
O -15.026 11.584 0.082
Cl -15.159 12.714 1.085
O -14.425 12.316 2.422
O -16.147 10.764 4.033
O -16.604 12.954 1.373
N -18.168 8.874 1.718
C -17.564 8.729 0.675
N -17.095 7.838 -0.140
C -16.231 8.146 -1.290
C -16.596 7.292 -2.506
O -16.615 5.898 -2.152
C -17.673 5.689 -1.225
C -17.371 6.405 0.103
H -15.185 7.938 -0.992
H -16.298 9.237 -1.459
H -15.823 7.485 -3.269
H -17.567 7.604 -2.948
H -17.749 4.633 -1.015
H -18.634 6.002 -1.650
H -16.506 5.980 0.581
H -18.217 6.364 0.806
N -17.621 6.039 9.086
C -17.676 6.507 8.010
C -17.873 7.234 6.775
C -18.907 8.165 6.806
C -19.150 9.062 5.768
C -18.408 9.059 4.567
C -17.348 8.108 4.552
C -17.060 7.290 5.633
H -19.529 8.205 7.697
H -19.965 9.752 5.881
H -16.721 7.977 3.662
H -16.179 6.655 5.602
*
```